Formula: C56H49N7O8PdS
Source: the OMol25 dataset
Level of theory: ωB97M-V/def2-TZVPD

Each line ends with the Mulliken charge.
Geometry (Å):
Pd 0.46616 0.38943 -1.03273  1.33
S -3.05955 -5.89503 0.04044  1.46
O -4.04249 -5.22521 -0.78299  -0.70
O 1.39663 -5.59723 -0.41777  -0.69
O 6.60502 6.23107 -4.11730  -0.46
O -5.40932 6.71189 -1.00894  -0.46
O -6.04338 -2.12203 4.71608  -0.48
O -2.72442 -7.26271 -0.27553  -0.76
O 6.80742 -2.24515 4.81258  -0.46
O 3.01579 -4.18248 -0.46609  -0.67
N 0.46972 1.88824 -2.41438  -0.15
N 1.88791 -4.52897 -0.74696  1.09
N 0.43235 -0.88557 0.56453  0.37
N 2.47188 0.51238 -0.94637  -0.16
N 0.40506 -1.74963 -2.48428  -0.53
N -0.24939 -3.75008 -1.77868  0.49
N -1.54259 0.42817 -0.95713  0.15
C 1.10120 -3.61567 -1.49611  -0.04
C 1.11994 -1.98735 2.44646  -1.80
C -2.00401 -1.14650 0.86285  0.37
C 4.13972 3.60796 -4.39855  -0.26
C -2.33204 1.20962 -1.73450  -0.55
C 2.86604 -0.98341 0.96264  1.20
C -3.09571 -1.43455 1.84352  -0.03
C -0.60833 -2.59616 -2.37794  1.14
C 1.13286 3.76490 -3.56155  -1.03
C 3.28284 1.17402 -1.81318  -0.32
C -3.85985 4.97707 -0.30424  -0.69
C -0.61453 2.68881 -2.65918  0.20
C -0.19240 3.87431 -3.36863  -1.41
C -4.23904 -2.86500 3.43769  -0.98
C 1.53225 -1.26857 1.27219  0.53
C -0.23087 -2.02664 2.43302  -1.81
C 5.04269 4.60359 -4.71528  -0.69
C 1.48085 -2.39415 -1.97063  -0.46
C -3.98193 -0.41632 2.19282  -1.05
C -6.99082 -1.11551 5.02879  -0.90
C 7.41195 -1.21636 5.57294  -0.85
C 4.55312 -0.30750 2.64940  -0.51
C 4.30509 -2.65143 2.23959  0.24
C -3.70770 -0.28965 -0.79020  -0.79
C 1.56136 2.53883 -2.91088  0.28
C -1.56431 -4.91972 -0.03281  1.10
C -4.38985 5.36208 -2.61451  -0.79
C -2.36493 -0.44163 -0.29075  -0.09
C -2.85881 3.58650 -2.02966  -0.70
C -0.66562 -1.34330 1.23989  0.71
C -4.98298 -0.60527 3.14037  -0.57
C -1.97415 -2.34664 -2.91079  -1.78
C 5.88165 -1.88251 3.88872  0.91
C -1.92324 2.44047 -2.28840  0.87
C 4.73864 3.79048 -2.09818  -0.64
C -5.11457 -1.83666 3.77233  0.73
C -3.03014 3.93062 -0.68943  -0.49
C 5.78342 5.22736 -3.71770  0.87
C -3.69086 0.74770 -1.66416  -1.28
C 3.92294 -1.33802 1.96061  -0.96
C -3.25244 -2.66309 2.49367  -0.07
C -1.15008 -4.86472 -1.50916  -2.18
C 4.65138 0.76121 -1.59854  -1.41
C 2.89492 2.21660 -2.66629  1.41
C 3.27581 -0.24429 -0.13835  -0.13
C -3.54626 4.33011 -2.98640  -0.06
C -3.59287 -5.79727 1.73994  0.03
C 7.27698 6.96608 -3.11038  -0.84
C 4.64767 -0.10510 -0.56151  -0.94
C 5.27835 -2.91814 3.18410  -0.99
C -4.61735 -6.89969 1.99883  -1.44
C 5.51926 -0.56706 3.61772  -0.70
C 3.95342 3.18968 -3.07881  -0.14
C -4.55987 5.68864 -1.27543  1.03
C 5.64416 4.80289 -2.40125  -0.69
C -5.65108 7.02517 0.34932  -0.84
H -4.51616 1.14989 -2.23372  0.66
H -4.74835 7.39285 0.84192  0.32
H 6.22314 5.24679 -1.60291  0.39
H -4.97286 -6.84802 3.02727  0.43
H -5.63890 0.22077 3.38206  0.44
H 7.81528 7.75646 -3.62418  0.24
H 6.57001 7.40976 -2.40540  0.35
H 7.96993 -0.52397 4.93883  0.33
H -4.34257 -3.81988 3.94199  0.52
H -0.85541 4.66495 -3.68841  0.52
H 4.62557 3.47734 -1.06695  0.52
H -2.69502 -5.90635 2.35424  0.51
H -4.54613 -0.91643 -0.52532  0.70
H 5.49444 1.08686 -2.18919  0.69
H 5.48274 -0.63763 -0.13106  0.69
H 6.67186 -0.65992 6.15239  0.34
H 5.58734 -3.93533 3.39544  0.43
H 3.58129 3.12455 -5.19277  0.54
H -5.46887 -6.78607 1.32611  0.34
H -2.17468 -2.99502 -3.76784  0.55
H -6.03667 6.16167 0.89525  0.34
H -0.87910 -2.46731 3.17096  0.65
H 5.18851 4.92106 -5.74108  0.41
H 2.48151 -1.99541 -2.00264  0.73
H -2.04019 -4.72909 -2.11668  0.85
H -0.67545 -5.79758 -1.79058  0.16
H 3.85932 -3.46268 1.67411  0.53
H -3.86980 0.56124 1.74129  0.63
H -2.74331 -2.52979 -2.15921  0.29
H -6.50524 -0.21758 5.41547  0.35
H -1.80734 -3.92163 0.34414  -1.01
H 8.09826 -1.71011 6.25401  0.25
H -6.40056 7.80985 0.34746  0.25
H -2.03546 -1.31076 -3.23462  0.35
H -3.43101 4.09087 -4.03843  0.50
H -4.02381 -4.80056 1.85302  -0.15
H -2.47935 3.38349 0.06832  0.51
H 7.98765 6.34246 -2.56304  0.32
H -7.63239 -1.53490 5.79725  0.25
H 4.27328 0.71853 2.43799  0.51
H -7.59817 -0.85615 4.15928  0.36
H -4.17182 -7.87769 1.82118  0.38
H -3.94161 5.22638 0.74535  0.40
H -4.93274 5.93455 -3.35772  0.42
H 5.97002 0.26121 4.14725  0.39
H 1.78435 4.45433 -4.07180  0.51
H 1.79345 -2.39903 3.18208  0.57
H -0.80414 -5.40601 0.57491  0.68
H -2.58951 -3.48484 2.24548  0.98

**LUMO energy**: -1.12 eV
**Relative energy (zero: lowest compared OMol25 entry of this formula, charge and spin)**: 0.00 kJ/mol
**Net charge**: 0
**Strongest force on any atom**: 1.8 eV/Å